1.
{"formula": "C35H83IN2O23P", "method": "wB97M-V/def2-TZVPD", "symbols": ["C", "C", "C", "N", "P", "O", "I", "C", "C", "C", "C", "C", "C", "O", "O", "N", "C", "C", "C", "C", "C", "C", "O", "C", "C", "O", "H", "H", "H", "H", "H", "H", "H", "H", "H", "H", "H", "H", "H", "H", "H", "H", "H", "H", "H", "H", "H", "H", "H", "H", "H", "H", "H", "H", "H", "C", "C", "O", "O", "H", "H", "H", "H", "H", "H", "C", "C", "O", "O", "H", "H", "H", "H", "H", "H", "C", "C", "O", "O", "H", "H", "H", "H", "H", "H", "C", "C", "O", "O", "H", "H", "H", "H", "H", "H", "C", "C", "O", "O", "H", "H", "H", "H", "H", "H", "C", "C", "O", "O", "H", "H", "H", "H", "H", "H", "C", "C", "O", "O", "H", "H", "H", "H", "H", "H", "C", "C", "O", "O", "H", "H", "H", "H", "H", "H", "C", "C", "O", "O", "H", "H", "H", "H", "H", "H"], "positions_angstrom": [[-2.137, 5.850, -2.121], [-0.956, 4.849, -2.425], [-1.170, 3.608, -1.605], [-0.687, 3.390, -0.351], [0.299, 4.457, 0.659], [-0.650, 5.783, 0.756], [2.375, 5.054, -0.565], [-1.160, 2.140, 0.035], [-1.905, 1.582, -0.943], [-2.639, 0.266, -0.993], [-3.499, 0.122, 0.332], [-4.879, -0.432, -0.078], [-4.738, -1.701, -0.945], [-4.005, -2.594, -0.606], [-5.429, -1.787, -2.130], [-1.870, 2.547, -1.968], [-2.506, 2.430, -3.291], [-1.437, 2.044, -4.351], [-0.841, 0.610, -4.121], [0.625, 0.633, -3.592], [0.837, -0.097, -2.219], [1.832, -1.281, -2.306], [1.071, -2.407, -2.788], [1.794, -3.243, -3.603], [1.186, -3.455, -4.995], [2.803, -3.802, -3.254], [-3.018, 5.282, -1.778], [-2.433, 6.415, -3.012], [-1.869, 6.512, -1.287], [0.010, 5.334, -2.259], [-1.045, 4.594, -3.487], [-0.127, 6.550, 1.067], [-0.937, 1.688, 1.000], [-1.978, -0.607, -1.022], [-3.284, 0.289, -1.883], [-3.582, 1.127, 0.764], [-2.953, -0.527, 1.027], [-5.472, -0.605, 0.829], [-5.336, 0.327, -0.738], [-6.372, -1.619, -1.990], [-2.905, 3.427, -3.534], [-3.350, 1.735, -3.293], [-1.844, 2.127, -5.369], [-0.617, 2.776, -4.285], [-1.524, 0.002, -3.510], [-0.834, 0.145, -5.121], [0.911, 1.687, -3.426], [1.346, 0.218, -4.311], [-0.123, -0.566, -1.962], [1.170, 0.599, -1.435], [2.112, -1.505, -1.263], [2.719, -1.047, -2.910], [1.837, -4.048, -5.640], [0.957, -2.461, -5.404], [0.216, -3.960, -4.838], [-2.402, 9.932, 2.002], [-0.960, 9.565, 1.720], [-0.919, 8.449, 0.823], [-3.090, 8.818, 2.554], [-2.465, 10.759, 2.709], [-2.912, 10.215, 1.072], [-0.460, 9.253, 2.638], [-0.412, 10.405, 1.282], [-1.221, 8.761, -0.049], [-2.747, 8.040, 2.097], [2.454, -7.374, -0.971], [3.312, -7.146, -2.197], [2.993, -8.131, -3.189], [2.664, -8.687, -0.466], [2.695, -6.658, -0.183], [1.390, -7.279, -1.227], [4.367, -7.273, -1.954], [3.157, -6.148, -2.613], [2.111, -7.928, -3.521], [2.774, -9.254, -1.240], [-0.261, 8.800, -2.862], [-0.445, 9.705, -4.062], [-0.394, 11.067, -3.642], [-1.271, 9.077, -1.893], [-0.330, 7.749, -3.144], [0.714, 8.980, -2.393], [-1.428, 9.549, -4.508], [0.324, 9.524, -4.818], [0.515, 11.263, -3.388], [-1.405, 10.036, -1.919], [-0.921, -1.801, 2.588], [0.040, -2.795, 3.202], [0.847, -2.130, 4.179], [-0.193, -0.721, 2.000], [-1.529, -2.268, 1.811], [-1.581, -1.378, 3.356], [0.718, -3.185, 2.443], [-0.490, -3.628, 3.671], [0.281, -1.915, 4.929], [0.558, -0.552, 2.587], [5.554, -2.286, 3.533], [4.698, -1.038, 3.464], [3.441, -1.357, 2.858], [5.745, -2.818, 2.228], [6.532, -2.069, 3.963], [5.058, -3.055, 4.138], [5.175, -0.285, 2.835], [4.524, -0.616, 4.458], [2.947, -1.903, 3.484], [4.910, -2.686, 1.762], [6.727, 2.184, 5.249], [5.575, 2.898, 4.567], [4.857, 3.667, 5.535], [6.231, 1.354, 6.292], [7.278, 1.561, 4.543], [7.415, 2.911, 5.698], [4.872, 2.177, 4.150], [5.927, 3.558, 3.768], [5.419, 4.403, 5.800], [5.499, 1.842, 6.692], [-6.554, 2.687, 3.901], [-5.680, 2.970, 2.697], [-5.987, 2.043, 1.646], [-6.360, 1.351, 4.344], [-6.314, 3.359, 4.725], [-7.613, 2.804, 3.640], [-4.629, 2.823, 2.947], [-5.823, 3.991, 2.333], [-6.863, 2.266, 1.310], [-6.249, 0.818, 3.547], [-0.557, -10.147, -2.783], [0.497, -11.234, -2.723], [1.166, -11.313, -3.983], [-1.481, -10.418, -3.825], [-1.108, -10.081, -1.844], [-0.089, -9.175, -2.995], [0.035, -12.205, -2.547], [1.231, -11.038, -1.935], [1.702, -10.517, -4.075], [-0.963, -10.795, -4.549], [0.648, -7.980, 3.516], [1.939, -7.186, 3.484], [2.993, -8.003, 2.979], [0.808, -9.139, 4.319], [-0.169, -7.386, 3.930], [0.377, -8.306, 2.503], [2.227, -6.887, 4.492], [1.839, -6.291, 2.858], [2.824, -8.147, 2.038], [1.705, -9.457, 4.152]], "atomic_forces_ev_per_a": [[0.09, -0.40, 0.45], [-1.42, 0.37, -0.14], [1.08, 0.52, 0.15], [-0.64, 0.59, -1.50], [0.08, -0.43, 1.94], [0.80, -1.04, -0.87], [-0.47, 0.03, -0.29], [0.26, -0.76, 1.36], [0.75, 0.43, -0.36], [-0.24, 0.68, 1.03], [0.25, -0.04, -1.30], [0.15, 0.37, -0.61], [0.37, -0.73, 1.24], [-0.19, 0.61, -0.56], [0.07, -0.02, 0.54], [-0.88, -0.66, -0.49], [0.55, 0.71, -1.14], [-0.05, -0.53, 0.52], [0.35, 0.51, -1.06], [-0.12, 0.14, 1.09], [0.20, -0.50, -1.08], [-0.86, 0.64, 1.72], [0.60, 0.15, -1.29], [0.36, -1.08, -0.64], [-0.56, 0.46, 1.06], [-0.44, 0.69, 0.12], [0.20, 0.20, -0.24], [0.23, -0.02, 0.29], [-0.10, -0.06, -0.45], [-0.16, -0.39, 0.11], [0.33, -0.07, 0.31], [-0.54, 0.36, -0.18], [0.11, 0.29, -0.24], [0.02, 0.39, -0.37], [0.16, -0.29, 0.32], [-0.38, -0.47, 0.10], [-0.32, 0.10, -0.13], [-0.14, -0.10, -0.48], [-0.20, -0.12, 0.62], [0.14, 0.32, -0.08], [-0.03, -0.39, 0.13], [0.33, 0.08, 0.32], [-0.16, 0.02, 0.43], [-0.25, -0.22, -0.12], [0.34, 0.14, -0.03], [-0.05, -0.06, 0.45], [0.02, -0.35, -0.28], [-0.40, 0.16, 0.00], [0.37, 0.28, 0.41], [-0.21, -0.25, -0.20], [0.37, -0.05, -0.49], [-0.25, -0.31, 0.04], [-0.09, 0.19, 0.24], [0.11, -0.36, -0.13], [0.31, 0.12, -0.22], [-0.14, -0.39, -0.03], [-0.04, 0.09, -0.24], [0.06, 0.07, 0.26], [0.14, 0.05, 0.16], [-0.02, -0.03, 0.00], [0.16, 0.24, -0.04], [-0.02, 0.01, -0.01], [-0.02, 0.07, 0.12], [0.25, -0.28, -0.10], [-0.09, 0.02, -0.03], [0.01, -0.40, -0.10], [-0.30, 0.20, -0.15], [-0.01, -0.18, 0.05], [0.06, 0.17, 0.22], [0.02, -0.01, 0.00], [0.01, 0.27, -0.05], [-0.03, -0.07, -0.03], [0.08, 0.06, 0.14], [0.05, 0.05, -0.04], [0.02, -0.04, 0.07], [0.01, 0.21, 0.20], [0.34, 0.19, 0.01], [-0.16, -0.14, 0.10], [-0.22, 0.07, -0.03], [-0.04, 0.00, 0.04], [0.12, -0.11, -0.18], [0.01, 0.04, 0.01], [-0.06, -0.19, -0.01], [-0.03, 0.11, -0.06], [-0.01, -0.02, -0.11], [0.23, 0.36, -0.05], [-0.19, -0.02, 0.27], [0.09, -0.03, -0.13], [-0.09, -0.03, -0.15], [0.02, 0.00, -0.01], [-0.12, -0.26, 0.06], [0.02, 0.04, 0.02], [-0.07, -0.04, -0.15], [0.12, -0.01, 0.06], [0.02, -0.01, -0.06], [-0.13, -0.15, -0.35], [-0.24, -0.17, 0.32], [0.00, 0.04, -0.14], [0.15, 0.20, -0.02], [0.00, -0.03, -0.02], [0.02, 0.17, 0.26], [-0.03, -0.04, -0.05], [0.21, 0.02, 0.03], [-0.11, 0.13, -0.02], [0.01, -0.08, 0.02], [-0.26, -0.07, 0.34], [0.27, 0.33, 0.11], [-0.14, -0.10, -0.08], [-0.07, -0.13, -0.27], [0.00, -0.02, 0.04], [0.09, 0.11, -0.27], [-0.02, 0.01, 0.06], [0.08, -0.14, -0.09], [-0.05, -0.01, 0.04], [0.07, -0.01, 0.08], [-0.02, -0.44, -0.06], [-0.32, 0.16, -0.10], [0.15, -0.02, -0.03], [0.24, 0.14, 0.05], [-0.01, -0.03, 0.00], [0.02, 0.29, -0.05], [-0.02, -0.05, -0.02], [0.06, 0.05, 0.13], [0.01, -0.04, 0.02], [-0.10, -0.04, 0.05], [-0.13, -0.14, -0.36], [0.32, 0.32, -0.07], [-0.13, -0.05, 0.00], [-0.04, -0.08, 0.14], [-0.01, 0.03, -0.02], [0.16, 0.02, 0.27], [0.01, 0.01, -0.05], [-0.15, -0.02, 0.15], [0.10, -0.10, -0.02], [-0.03, 0.03, 0.00], [0.17, -0.36, 0.07], [0.03, -0.07, -0.38], [-0.06, 0.10, 0.06], [-0.02, 0.19, 0.15], [-0.01, -0.04, 0.02], [-0.03, 0.28, -0.11], [0.01, -0.02, -0.01], [-0.13, 0.08, 0.11], [0.12, -0.17, -0.02], [-0.05, -0.05, -0.03]], "homo_ev": -11.1, "e_lumo_ev": -3.09, "homo_lumo_gap_ev": 8.0, "total_charge": 1}

2.
{"formula": "C29H40BrF4N2O13", "method": "wB97M-V/def2-TZVPD", "symbols": ["C", "C", "C", "C", "C", "N", "N", "C", "C", "C", "C", "C", "O", "Br", "C", "C", "C", "C", "C", "C", "C", "H", "H", "H", "H", "H", "H", "H", "H", "H", "H", "H", "H", "H", "H", "H", "H", "H", "H", "H", "H", "H", "H", "H", "H", "H", "H", "H", "H", "C", "C", "O", "C", "O", "O", "F", "H", "H", "H", "C", "C", "O", "C", "O", "O", "F", "H", "H", "H", "C", "C", "O", "C", "O", "O", "F", "H", "H", "H", "C", "C", "O", "C", "O", "O", "F", "H", "H", "H"], "positions_angstrom": [[4.885, -5.169, 2.919], [4.784, -3.798, 2.239], [4.760, -2.622, 3.231], [3.972, -1.423, 2.673], [2.792, -0.950, 3.544], [1.510, -1.111, 2.829], [1.202, -0.053, 2.070], [0.100, -0.162, 1.381], [-0.222, 1.006, 0.499], [-0.764, -1.278, 1.422], [-2.018, -1.253, 0.605], [-1.712, -1.504, -0.862], [-0.681, -1.944, -1.302], [-3.171, -1.018, -2.060], [-0.416, -2.343, 2.212], [-1.246, -3.573, 2.348], [-0.768, -4.809, 1.504], [0.419, -4.545, 0.598], [-1.962, -5.301, 0.680], [0.803, -2.214, 2.918], [1.269, -3.348, 3.757], [5.514, -5.096, 3.796], [5.294, -5.886, 2.223], [3.889, -5.492, 3.194], [5.609, -3.630, 1.557], [3.895, -3.780, 1.614], [4.367, -2.951, 4.189], [5.786, -2.339, 3.418], [4.659, -0.593, 2.570], [3.601, -1.602, 1.672], [2.907, 0.109, 3.709], [2.761, -1.398, 4.526], [-1.223, 1.357, 0.706], [-0.164, 0.646, -0.523], [0.484, 1.807, 0.639], [-2.682, -2.041, 0.926], [-2.510, -0.294, 0.652], [-2.268, -3.339, 2.105], [-1.246, -3.841, 3.397], [-0.552, -5.607, 2.205], [0.162, -3.905, -0.233], [0.723, -5.495, 0.170], [1.274, -4.174, 1.157], [-2.875, -5.272, 1.264], [-1.806, -6.320, 0.349], [-2.105, -4.635, -0.168], [2.345, -3.451, 3.768], [0.956, -3.200, 4.788], [0.846, -4.283, 3.427], [-1.171, 3.986, -2.619], [-0.214, 5.140, -2.775], [0.076, 5.484, -1.421], [-0.062, 4.349, -0.689], [0.346, 4.210, 0.418], [-0.721, 3.394, -1.387], [-0.798, 6.197, -3.383], [-2.201, 4.326, -2.504], [-1.115, 3.273, -3.437], [0.712, 4.889, -3.289], [4.834, 3.951, -5.114], [4.171, 4.657, -3.954], [2.791, 4.423, -4.210], [2.705, 3.246, -4.899], [1.700, 2.634, -5.035], [3.911, 2.883, -5.376], [4.405, 5.988, -3.969], [4.905, 4.596, -5.990], [5.818, 3.560, -4.873], [4.429, 4.259, -2.972], [-1.504, 7.413, 1.638], [-2.440, 7.532, 0.464], [-2.932, 8.849, 0.590], [-1.963, 9.583, 1.226], [-1.932, 10.760, 1.271], [-1.037, 8.756, 1.783], [-3.477, 6.654, 0.554], [-2.024, 7.109, 2.548], [-0.678, 6.729, 1.454], [-1.957, 7.417, -0.508], [-6.081, -3.453, -4.242], [-6.288, -2.577, -3.029], [-7.447, -3.130, -2.442], [-7.481, -4.456, -2.780], [-8.158, -5.268, -2.257], [-6.607, -4.705, -3.791], [-6.529, -1.285, -3.371], [-6.656, -3.098, -5.097], [-5.036, -3.551, -4.527], [-5.471, -2.605, -2.308]], "atomic_forces_ev_per_a": [[0.01, 0.77, -0.53], [0.02, -0.07, 0.34], [-0.37, -0.36, -0.73], [0.27, 0.06, 0.69], [0.60, 0.50, -0.39], [0.33, 0.38, 0.33], [-0.02, -0.76, 0.37], [-0.20, 1.00, -0.55], [0.22, -0.66, 0.24], [0.05, -0.16, 0.20], [0.50, -0.05, -0.52], [1.48, -0.64, -0.93], [-1.66, 0.71, 0.73], [0.28, -0.04, 0.31], [0.07, 0.55, -0.21], [0.59, -0.24, 0.11], [-0.92, 0.29, -0.04], [0.03, -0.73, 0.32], [0.19, 0.27, 0.23], [-0.45, -0.80, -0.07], [0.34, 0.05, 0.41], [0.16, -0.23, 0.22], [0.13, -0.36, -0.01], [-0.16, -0.22, 0.32], [0.23, -0.10, -0.17], [-0.27, 0.02, -0.10], [-0.19, 0.00, 0.19], [0.25, 0.17, 0.19], [0.03, 0.31, -0.03], [-0.04, -0.24, -0.26], [-0.32, 0.34, -0.02], [-0.20, -0.39, 0.06], [-0.23, 0.27, -0.09], [-0.12, 0.19, -0.35], [0.13, 0.20, 0.08], [-0.47, 0.03, -0.06], [-0.33, 0.15, 0.22], [-0.30, -0.01, -0.04], [-0.15, -0.13, 0.24], [0.35, -0.09, 0.20], [0.05, 0.43, -0.07], [0.13, -0.17, -0.13], [0.22, 0.24, -0.13], [-0.19, -0.16, 0.16], [0.00, -0.12, -0.30], [-0.06, -0.06, -0.31], [0.20, 0.00, -0.10], [-0.09, 0.06, 0.22], [-0.08, -0.16, -0.15], [-0.19, -0.32, -0.17], [-0.23, 0.31, -0.13], [0.10, -0.46, -0.06], [-0.08, 0.15, -0.01], [-0.03, -0.01, 0.18], [0.08, 0.26, -0.10], [0.05, 0.00, 0.12], [0.05, 0.15, 0.03], [0.15, -0.12, 0.14], [0.01, 0.12, -0.06], [0.23, -0.15, -0.07], [-0.06, 0.34, -0.23], [0.30, -0.25, 0.23], [-0.08, -0.04, -0.15], [-0.17, 0.00, 0.03], [0.02, 0.17, 0.12], [-0.08, -0.05, 0.03], [-0.08, 0.11, 0.07], [-0.09, -0.19, -0.01], [0.01, 0.10, 0.04], [0.42, -0.19, 0.19], [-0.35, 0.06, 0.12], [0.38, -0.04, -0.11], [0.00, -0.02, 0.10], [-0.05, 0.12, 0.04], [-0.22, -0.08, -0.16], [0.04, 0.04, -0.07], [-0.18, -0.01, -0.10], [0.13, 0.18, -0.01], [-0.11, -0.11, -0.04], [0.18, -0.15, -0.16], [-0.39, 0.10, -0.14], [0.33, -0.15, 0.05], [-0.06, -0.05, -0.10], [-0.10, -0.04, 0.04], [0.03, 0.21, 0.07], [0.05, -0.03, 0.08], [-0.06, 0.12, 0.08], [-0.01, -0.19, 0.07], [-0.02, 0.11, 0.00]], "homo_ev": -12.7, "e_lumo_ev": -4.07, "homo_lumo_gap_ev": 8.6, "total_charge": 1}

3.
{"formula": "CH3N3S2", "method": "wB97M-V/def2-TZVPD", "symbols": ["N", "N", "N", "C", "S", "S", "H", "H", "H"], "positions_angstrom": [[-0.607, -1.103, -0.079], [0.510, -0.566, -0.598], [0.524, 0.687, -0.549], [1.480, 1.381, -0.131], [3.122, 0.566, 0.120], [2.367, -1.260, 0.006], [-0.948, -2.063, -0.303], [-0.768, -1.078, 0.939], [1.375, 2.478, -0.274]], "atomic_forces_ev_per_a": [[-1.93, -1.94, 1.76], [0.49, -4.19, -1.21], [-0.22, 3.37, 1.24], [0.65, 1.03, -1.12], [-0.28, 1.83, 0.45], [-1.41, -1.25, -0.18], [1.43, 1.16, -0.94], [0.66, 0.89, -0.33], [0.62, -0.90, 0.32]], "homo_ev": -7.5, "de_lowest_ev": 1.581, "e_lumo_ev": 0.02, "homo_lumo_gap_ev": 7.5, "total_charge": 0}